31
Properties=species:S:1:pos:R:3:forces:R:3 method="wB97M-V/def2-TZVPD" spin_multiplicity=1 relative_energy_kj_mol=38.1 orbital_gap_ev=9.0928 smiles=Cc1ccc(O)cc1.Cc1ccccc1 lumo_energy_ev=0.86 charge=0 homo_energy_ev=-8.234
C -4.134298 -2.072406 0.073355 -0.07 -0.02 -0.09
C -1.669117 0.354476 1.601825 0.01 0.26 0.43
C -2.426091 -0.782243 1.379458 -0.13 0.21 0.35
C -1.968578 1.512259 0.904970 -0.39 0.32 -0.01
C -3.412279 -0.784317 0.401910 -0.08 -0.56 -0.70
C -2.939861 1.513165 -0.083165 -0.28 0.23 -0.14
C -3.634711 0.350615 -0.380912 0.72 -0.48 0.31
H -0.889230 0.382109 2.357215 -0.12 -0.13 -0.05
H -2.300244 -1.644221 2.026905 0.16 -0.08 -0.26
H -1.550282 2.474063 1.174698 0.30 -0.05 0.02
H -3.172243 2.447331 -0.584666 0.08 -0.15 -0.15
H -3.502662 -2.923696 0.322399 -0.07 -0.07 0.02
H -4.373147 -2.136739 -0.993010 0.10 0.08 0.11
H -4.232687 0.228838 -1.271056 -0.42 0.37 0.08
H -5.084442 -2.188308 0.601317 0.10 0.11 0.12
C 4.098672 -1.330750 -1.935728 -0.78 0.35 -0.13
C 1.402770 0.907395 -0.532889 -0.12 -0.23 0.19
C 2.148062 0.162077 -1.415920 0.73 -0.12 0.22
C 1.946476 1.254077 0.708486 -0.10 0.98 -0.68
C 3.440009 -0.276051 -1.071184 -0.58 -0.68 -0.29
C 3.272523 1.004777 0.970961 0.40 -1.46 0.56
C 3.973474 0.116090 0.135894 -0.21 0.70 -0.01
O 1.235200 1.970190 1.628517 0.04 0.11 0.31
H 0.376098 1.154243 -0.762281 -0.10 0.13 -0.02
H 1.752326 -0.142313 -2.374250 -0.22 0.03 -0.05
H 0.397987 2.270699 1.260055 0.08 -0.18 -0.15
H 3.685521 1.269235 1.940125 -0.05 0.18 -0.17
H 3.499569 -2.245721 -1.915727 0.20 -0.12 0.36
H 5.112123 -1.537573 -1.595959 0.03 -0.01 -0.39
H 4.942540 -0.274559 0.414382 0.12 0.19 0.15
H 4.006520 -1.032743 -2.985725 0.68 0.08 0.07

31
Properties=species:S:1:pos:R:3:forces:R:3 method="wB97M-V/def2-TZVPD" spin_multiplicity=1 relative_energy_kj_mol=222.6 orbital_gap_ev=9.0961 smiles=Cc1ccc(O)cc1.Cc1ccccc1 lumo_energy_ev=0.76 charge=0 homo_energy_ev=-8.333
C 3.569751 -1.619572 -0.075697 1.30 -3.35 -0.55
C 0.997955 -1.458699 -0.083745 3.42 -2.61 -0.25
C 2.258219 -2.304239 0.092399 -3.68 0.00 2.47
C -0.236592 -2.036885 0.091797 1.58 -0.75 0.94
C 2.105876 -3.593793 0.683993 -0.55 0.22 -2.08
C -0.277863 -3.417256 0.569295 -2.21 1.16 -0.97
C 0.790365 -4.204781 0.842682 1.74 2.11 -0.77
H 1.255318 -0.488142 -0.516230 -0.83 -0.34 0.39
H -1.056935 -1.359244 -0.060082 -0.77 -0.47 -0.06
H 4.334283 -2.387196 -0.449998 -0.71 0.72 1.07
H 3.967828 -1.105332 0.782045 -0.06 0.31 0.20
H 2.993345 -4.230081 0.638839 -0.14 0.14 0.64
H -1.240166 -3.964404 0.578880 0.32 0.81 0.13
H 0.528727 -5.231041 1.015733 0.78 -0.39 0.41
H 3.506928 -1.074265 -0.949460 -0.13 2.14 -1.49
C -2.027882 3.286338 2.015314 0.75 1.96 -0.02
C 0.043624 1.765549 -0.863117 -2.75 0.79 0.89
C -0.983155 1.780466 -1.844109 1.03 0.17 2.47
C -0.376442 2.355309 0.390615 1.62 -1.21 -2.57
C -1.639803 2.746814 0.671191 -1.28 -0.47 1.85
C -2.327331 2.117971 -1.446682 2.38 -0.97 -3.00
C -2.680580 2.511805 -0.215621 -0.88 0.64 0.16
O -0.581483 1.486853 -3.101806 -0.54 -0.28 -0.46
H 0.998307 1.239323 -0.959948 -0.34 0.96 -0.36
H 0.400089 2.533649 1.075980 0.73 0.05 1.15
H -2.972145 2.109433 -2.287563 -1.18 -0.13 -0.45
H -1.345516 1.359579 -3.672165 -0.06 0.00 -0.12
H -1.185234 3.681201 2.592481 0.31 0.20 -0.49
H -2.402393 2.593711 2.750906 -1.02 -0.42 -0.28
H -3.762703 2.727026 -0.029170 1.24 -0.08 0.18
H -2.654392 4.179903 1.763241 -0.05 -0.90 0.98

31
Properties=species:S:1:pos:R:3:forces:R:3 method="wB97M-V/def2-TZVPD" spin_multiplicity=1 relative_energy_kj_mol=276.4 orbital_gap_ev=9.0914 smiles=Cc1ccc(O)cc1.Cc1ccccc1 lumo_energy_ev=0.79 charge=0 homo_energy_ev=-8.305
C 0.712163 -0.303805 3.791139 0.12 0.75 -0.23
C -0.215355 -0.667573 2.582591 2.88 0.91 0.35
C -1.558676 -0.828401 2.789086 -1.66 -0.71 0.73
C 0.378617 -0.875955 1.305182 -3.19 0.40 1.71
C -2.481780 -1.372077 1.806323 2.09 2.92 2.75
C -0.559378 -1.181120 0.368917 2.02 0.15 -3.57
C -1.916090 -1.313897 0.580248 -2.05 -2.90 -0.91
O -2.609149 -1.852147 -0.479638 -2.34 -0.32 -2.17
H 0.805357 -1.275988 4.314487 -0.10 1.01 0.58
H 0.270748 0.575961 4.319703 -0.17 -1.28 0.36
H -1.952542 -0.540335 3.784864 0.28 -0.49 -0.58
H 1.370511 -0.616832 1.064441 1.04 -0.15 -0.08
H -3.520784 -1.505999 2.089302 0.15 -0.17 -0.44
H -0.162816 -1.293355 -0.694007 -1.04 0.06 1.40
H -3.643824 -1.958191 -0.524710 3.29 0.83 1.16
H 1.776358 0.117678 3.691975 -1.39 -1.01 -1.00
C 1.408730 -0.950911 -3.035509 2.53 3.47 -2.33
C 1.656533 2.124590 -0.854672 -2.13 0.74 0.68
C 1.805518 0.909764 -1.424885 1.35 -1.03 0.23
C 0.393121 2.730501 -1.096147 3.14 2.61 2.41
C 0.969653 0.336852 -2.373573 -1.50 -0.64 0.12
C -0.357929 2.314607 -2.102903 -4.12 -0.87 -2.03
C -0.220147 0.994977 -2.639716 -0.08 1.29 -1.14
H 2.368468 2.591646 -0.174885 -0.24 -0.48 0.06
H 2.537039 0.255325 -0.997626 1.10 -0.15 -0.39
H 0.151195 3.608384 -0.443220 0.10 -0.50 -1.19
H -1.219543 3.001044 -2.450673 1.14 -1.54 0.75
H 1.215209 -0.878702 -4.126570 -0.26 -0.09 0.56
H 1.096994 -1.864012 -2.727906 -1.20 -2.62 1.43
H -1.032949 0.612041 -3.316210 1.22 0.34 0.56
H 2.534746 -0.894081 -3.025420 -0.99 -0.51 0.22

31
Properties=species:S:1:pos:R:3:forces:R:3 method="wB97M-V/def2-TZVPD" spin_multiplicity=1 relative_energy_kj_mol=80.2 orbital_gap_ev=9.2164 smiles=Cc1ccc(O)cc1.Cc1ccccc1 lumo_energy_ev=0.80 charge=0 homo_energy_ev=-8.415
C -1.220323 1.584265 -2.528576 0.90 0.87 -0.21
C -3.768053 -0.838937 -1.209876 -0.09 -0.40 -0.25
C -2.996282 -0.146243 -2.130005 -0.37 1.22 0.75
C -3.298097 -1.175241 0.050787 0.06 0.02 -0.18
C -1.868618 0.559114 -1.662272 -1.25 -0.82 -1.09
C -2.036740 -0.714907 0.416096 -1.00 0.33 0.08
C -1.450084 0.258289 -0.385704 0.96 -0.96 0.31
H -4.772477 -1.124374 -1.480001 -0.07 -0.31 -0.19
H -3.424584 0.041119 -3.110767 0.28 0.03 0.00
H -3.952478 -1.773469 0.677152 0.37 -0.01 0.16
H -1.579575 -1.012070 1.353419 0.01 0.13 -0.06
H -1.579669 2.600153 -2.332830 -0.01 -0.09 0.47
H -1.385024 1.519724 -3.602386 -0.22 -0.71 -0.03
H -0.513827 0.620665 -0.036284 0.63 0.58 0.15
H -0.130517 1.605152 -2.394859 -0.18 0.01 0.10
C 0.666351 2.385511 1.685216 -0.17 0.53 1.02
C 2.617103 -0.025995 -0.303046 0.38 -0.48 1.10
C 2.590068 -1.169124 0.502987 -0.05 -0.98 -0.59
C 2.222959 1.158735 0.266002 -0.42 -0.46 0.38
C 1.593778 1.203995 1.534310 -0.19 0.44 -1.50
C 2.057511 -1.165210 1.765959 0.16 1.13 0.72
C 1.559052 0.050732 2.273893 -0.31 -1.00 0.14
O 3.049886 -2.367921 0.002932 -0.01 0.27 -0.43
H 2.979297 -0.192571 -1.301635 0.19 0.60 -0.38
H 2.264325 2.077048 -0.270130 -0.03 0.51 -0.61
H 2.033552 -2.027508 2.414967 0.06 -0.26 -0.30
H 3.259353 -2.245227 -0.940613 -0.06 -0.15 0.58
H -0.052387 2.247010 2.499072 0.08 -0.15 -0.08
H 0.085220 2.521827 0.771614 0.02 -0.08 0.07
H 1.044098 -0.025430 3.227648 0.01 0.37 -0.04
H 1.135023 3.353817 1.887301 0.32 -0.18 -0.05

31
Properties=species:S:1:pos:R:3:forces:R:3 method="wB97M-V/def2-TZVPD" spin_multiplicity=1 relative_energy_kj_mol=84.6 orbital_gap_ev=9.0911 smiles=Cc1ccc(O)cc1.Cc1ccccc1 lumo_energy_ev=0.76 charge=0 homo_energy_ev=-8.331
C -3.606920 1.752425 1.248370 1.65 0.18 -0.59
C -2.197211 -0.330986 1.330304 0.20 0.23 -0.89
C -3.146096 0.432420 0.658762 -1.04 0.76 0.21
C -1.707114 -1.471644 0.706327 -0.65 0.02 0.40
C -2.158426 -1.815782 -0.562085 -0.21 -0.83 0.46
C -3.712604 0.011040 -0.538607 0.64 -0.75 -0.24
C -3.210620 -1.137632 -1.151488 0.28 0.56 -0.18
H -1.718802 0.104104 2.197626 -0.12 -0.36 0.28
H -1.004726 -2.110951 1.220419 0.28 0.10 -0.08
H -4.039764 1.608277 2.230806 -0.46 0.33 -0.04
H -4.135385 2.365216 0.520831 -0.88 -0.38 0.28
H -1.720195 -2.694913 -1.018126 -0.13 0.00 -0.20
H -4.474856 0.582905 -1.049770 -0.07 0.12 0.19
H -3.571256 -1.434823 -2.128092 -0.07 -0.07 0.04
H -2.706528 2.374532 1.348407 0.04 -0.18 0.53
C 3.977023 0.063622 -2.428629 0.17 -1.82 0.00
C 1.091002 -0.259899 0.059181 -0.17 -0.42 -1.33
C 1.626356 0.334941 1.179617 0.84 -1.06 0.02
C 1.872547 -0.454790 -1.092010 -0.60 0.75 0.56
C 3.167366 0.017926 -1.159405 0.22 0.15 0.04
C 2.984803 0.684241 1.156905 -0.90 -0.17 0.30
C 3.748188 0.462374 0.039523 -0.07 0.61 -0.95
O 0.918336 0.316297 2.353444 -0.42 0.41 0.01
H 0.068567 -0.609321 -0.068147 0.46 0.31 0.72
H 1.367388 -0.953656 -1.910735 0.25 0.19 -0.28
H 3.356553 1.142897 2.049162 0.61 0.07 0.41
H 1.520026 0.337290 3.104421 0.05 0.14 -0.13
H 3.597539 -0.661948 -3.153902 -0.23 0.03 0.04
H 4.947377 -0.356404 -2.153636 0.36 0.50 -0.35
H 4.802059 0.713842 0.000932 -0.03 0.18 0.24
H 4.065381 0.988396 -2.990407 0.00 0.39 0.53

31
Properties=species:S:1:pos:R:3:forces:R:3 method="wB97M-V/def2-TZVPD" spin_multiplicity=1 relative_energy_kj_mol=347.3 orbital_gap_ev=8.8703 smiles=Cc1ccc(O)cc1.Cc1ccccc1 lumo_energy_ev=0.69 charge=0 homo_energy_ev=-8.178
C 0.710161 -1.105809 -3.606343 1.68 1.09 -0.47
C -3.145396 -0.501467 -1.351150 -0.83 -0.88 -0.01
C -3.080232 -1.302350 -2.501545 0.47 0.16 -1.61
C -1.900638 -0.058519 -0.934946 -1.64 3.09 4.20
C -1.820410 -1.461239 -3.191200 0.40 1.01 0.54
C -0.732596 -0.151282 -1.599099 5.91 -1.70 -1.27
C -0.565938 -0.871459 -2.850396 -3.11 0.29 2.72
H -4.032990 -0.261361 -0.635282 1.45 -0.73 -1.95
H -3.919051 -1.736280 -3.120524 0.64 0.48 1.42
H -2.027343 0.580733 0.093229 1.09 -1.62 -2.49
H -1.848051 -2.045177 -4.072300 -0.15 -0.65 -0.91
H 0.391751 -0.036088 -1.155643 -3.19 0.80 -0.45
H 1.614264 -0.363198 -3.661855 -2.42 -0.20 0.31
H 0.388652 -1.306814 -4.610040 0.22 -0.08 -0.77
H 1.353638 -1.925898 -3.325189 -0.60 -1.00 0.64
C 1.004568 2.757628 3.868803 -3.49 0.46 -2.54
C 1.046052 1.618626 2.852845 0.96 -1.66 0.75
C 0.014347 0.647860 2.669297 0.10 1.86 -0.07
C 2.291941 1.384155 2.184333 -0.79 -1.52 -0.41
C 0.215304 -0.343187 1.714047 -1.48 -0.11 1.49
C 2.431430 0.225971 1.372735 3.16 0.10 0.30
C 1.441905 -0.673717 1.187016 -2.26 3.65 1.90
O 1.602854 -1.636013 0.364880 -1.67 -6.30 -2.11
H 0.013695 2.907471 4.428560 1.78 -1.02 -0.05
H 0.824603 3.568459 3.146386 0.81 0.65 0.46
H -1.002680 0.794409 3.184577 1.71 -0.32 -0.92
H 3.210525 1.964426 2.308047 -0.63 0.22 0.22
H -0.658756 -0.895085 1.445841 -0.36 -0.76 -0.15
H 3.388607 -0.246496 0.924975 -1.01 1.84 0.79
H 0.855705 -2.367177 0.524093 2.43 2.44 -0.70
H 1.934079 2.838875 4.345848 0.84 0.41 1.15

31
Properties=species:S:1:pos:R:3:forces:R:3 method="wB97M-V/def2-TZVPD" spin_multiplicity=1 relative_energy_kj_mol=253.8 orbital_gap_ev=9.1325 smiles=Cc1ccc(O)cc1.Cc1ccccc1 lumo_energy_ev=0.79 charge=0 homo_energy_ev=-8.344
C -3.565123 -3.448082 0.686216 1.12 -1.58 1.56
C -0.206193 -1.572841 0.996225 1.98 0.18 -0.28
C -1.240882 -2.407362 0.528149 3.54 -0.07 -1.88
C -0.293206 -0.864788 2.221855 -1.55 -1.61 -2.60
C -2.460484 -2.418528 1.088665 -2.76 -1.31 0.18
C -1.581341 -0.904685 2.784300 2.58 0.19 0.64
C -2.612931 -1.610938 2.195675 0.19 0.72 1.76
H 0.774974 -1.548109 0.359302 -1.86 -0.16 1.45
H -0.858174 -3.091032 -0.279892 -1.18 0.70 0.60
H 0.588076 -0.411208 2.624615 0.01 0.38 0.48
H -1.562937 -0.540980 3.815702 -1.07 0.17 -0.35
H -3.446676 -3.881321 -0.298363 -0.08 0.80 -0.70
H -4.626463 -3.154975 0.884219 1.12 -0.17 -0.10
H -3.429985 -1.594846 2.879020 -1.29 -0.46 -0.34
H -3.299519 -4.452077 1.244004 -0.83 1.99 -0.27
C 0.829452 3.514081 -2.996523 0.08 1.60 -2.42
C 1.139986 1.320439 0.010282 -0.19 -0.09 0.41
C 0.650606 2.240524 -0.953610 -0.23 -0.63 3.36
C 2.397315 0.721524 -0.243323 0.76 0.99 0.47
C 1.320960 2.443378 -2.130510 -1.65 1.39 -0.28
C 3.144715 1.037955 -1.402467 -1.21 0.72 0.38
C 2.502821 1.870325 -2.345496 3.44 -2.68 0.63
O 3.102529 0.101982 0.760006 -1.51 -1.15 2.55
H 0.622915 1.120671 1.049561 1.09 0.70 -2.43
H -0.078974 2.974405 -0.534989 0.08 -0.88 -1.04
H 2.547695 -0.072953 1.633277 1.46 0.75 -3.04
H 4.237283 0.922559 -1.541793 -0.96 -0.68 0.43
H -0.057723 3.335519 -3.613444 -0.27 -0.13 0.69
H 1.506662 3.917325 -3.759872 0.67 -1.03 -0.14
H 3.167889 2.004233 -3.175483 -0.41 0.78 -0.79
H 0.786731 4.449805 -2.485308 -1.03 0.57 1.03